Entry 1:
The following is a quantum chemistry calculation of C4H20CdF12N2O18S4 as an isolated structure, from the Open Molecules 2025 dataset.

frontier orbital gap	9.569	eV
net charge	0
multiplicity	1

Cartesian coordinates (Å):
1 Cd -1.69 -0.60 -0.96
2 C -0.83 -1.78 -4.67
3 F -1.50 -2.64 -3.91
4 F -0.03 -2.40 -5.52
5 F -1.69 -1.05 -5.36
6 S 0.26 -0.69 -3.58
7 O 0.93 -1.62 -2.70
8 O 1.12 0.02 -4.46
9 N -0.90 0.21 -2.66
10 S -1.12 1.64 -3.36
11 O -1.25 1.60 -4.79
12 O -2.18 2.36 -2.68
13 C 0.48 2.66 -3.01
14 F 1.01 2.98 -4.16
15 F 0.12 3.77 -2.38
16 F 1.37 2.02 -2.27
17 C 2.12 -1.14 0.47
18 F 2.11 -2.32 -0.09
19 F 3.11 -1.06 1.35
20 F 2.24 -0.18 -0.40
21 S 0.50 -0.99 1.49
22 O -0.12 -2.30 1.44
23 O 0.85 -0.59 2.83
24 N -0.46 0.09 0.55
25 S -0.23 1.61 1.08
26 O 1.17 1.81 1.41
27 O -0.84 2.54 0.18
28 C -1.26 1.76 2.69
29 F -0.49 2.35 3.59
30 F -2.29 2.55 2.43
31 F -1.64 0.59 3.14
32 O -0.96 -2.70 -1.06
33 H -0.39 -3.02 -1.78
34 H -0.86 -3.34 -0.34
35 O 3.72 2.92 0.83
36 H 3.70 2.68 1.77
37 H 2.87 2.61 0.49
38 O 2.23 3.36 3.90
39 H 1.87 2.48 3.76
40 H 1.58 3.96 3.53
41 O -2.40 -3.08 3.18
42 H -2.50 -3.97 2.84
43 H -1.59 -2.74 2.78
44 O 2.03 -4.60 -1.75
45 H 2.23 -4.36 -2.66
46 H 2.69 -4.13 -1.23
47 O -0.14 -0.37 5.58
48 H 0.11 -0.55 4.66
49 H -1.09 -0.54 5.61
50 O -3.14 0.94 -0.70
51 H -3.92 0.93 -0.12
52 H -3.09 1.85 -1.05
53 O 4.58 -3.58 1.33
54 H 4.95 -2.73 1.07
55 H 4.17 -3.41 2.19
56 O -2.92 -1.54 0.64
57 H -3.22 -2.46 0.72
58 H -3.51 -1.04 1.22
59 O -2.29 5.17 -0.53
60 H -1.50 4.79 -0.93
61 H -2.06 5.29 0.39

Entry 2:
The following is a quantum chemistry calculation of C4H20HgO7 as an isolated structure, from the Open Molecules 2025 dataset.

frontier orbital gap	1.871	eV
net charge	0
multiplicity	1

Cartesian coordinates (Å):
1 Hg -0.28 -0.71 -0.03
2 C -3.41 2.16 -4.06
3 C -2.46 1.33 -4.76
4 O -1.58 0.54 -3.98
5 H -4.29 2.45 -4.63
6 H -2.93 3.02 -3.58
7 H -3.74 1.53 -3.24
8 H -1.85 1.97 -5.40
9 H -3.09 0.68 -5.37
10 C 3.95 -0.25 4.36
11 C 2.43 -0.26 4.66
12 O 1.52 -1.07 3.95
13 H 4.37 0.19 5.27
14 H 4.23 0.23 3.43
15 H 4.31 -1.28 4.34
16 H 2.21 0.81 4.64
17 H 2.31 -0.47 5.72
18 O -0.12 -4.58 -1.24
19 H 0.06 -5.48 -0.97
20 H -0.58 -4.66 -2.07
21 O -3.93 -2.29 0.10
22 H -4.31 -2.41 0.97
23 H -4.36 -2.95 -0.44
24 O 3.75 -1.76 -0.37
25 H 4.35 -1.29 0.21
26 H 4.11 -2.64 -0.43
27 O 2.05 2.82 -0.44
28 H 2.49 3.16 -1.22
29 H 2.48 3.27 0.29
30 O -2.35 2.32 1.42
31 H -2.21 3.09 1.97
32 H -3.11 2.54 0.89

Entry 3:
The following is a quantum chemistry calculation of a 6-piece molecular cluster, C4H20N2O6 overall, from the Open Molecules 2025 dataset.

frontier orbital gap	8.591	eV
net charge	0
SMILES	CNCCNC=O.O.O.O.O.O
multiplicity	1

Cartesian coordinates (Å):
1 C -2.34 1.85 0.52
2 N -1.75 0.56 0.42
3 C -0.92 0.16 1.62
4 C -1.26 -1.30 2.10
5 N -1.59 -2.09 0.93
6 C -0.70 -3.06 0.27
7 O 0.41 -3.09 0.62
8 H -3.10 1.91 1.17
9 H -1.67 2.66 0.57
10 H -2.83 2.16 -0.40
11 H -1.35 0.36 -0.50
12 H 0.17 0.15 1.36
13 H -0.96 0.97 2.38
14 H -2.27 -1.25 2.64
15 H -0.48 -1.59 2.77
16 H -2.34 -1.82 0.15
17 H -1.08 -3.75 -0.46
18 O 3.27 -0.94 0.01
19 H 3.60 -1.47 -0.61
20 H 2.99 -1.56 0.64
21 O -0.40 -1.42 -2.06
22 H 0.33 -1.24 -1.55
23 H -0.32 -0.71 -2.69
24 O 0.67 0.49 -3.81
25 H 1.39 0.10 -3.20
26 H 1.12 1.32 -3.90
27 O 1.45 2.55 -2.48
28 H 0.83 2.57 -1.70
29 H 2.38 2.71 -2.29
30 O 2.44 1.22 2.27
31 H 2.63 2.31 2.20
32 H 1.69 1.25 3.02

Entry 4:
The following is a quantum chemistry calculation of a 6-piece molecular cluster, C4H20NO5S overall, from the Open Molecules 2025 dataset.

frontier orbital gap (alpha / beta)	9.224 / 5.700	eV
net charge	0
multiplicity	2

Cartesian coordinates (Å):
1 C -0.45 1.52 -2.02
2 C -0.60 2.32 -0.66
3 S -1.70 1.48 0.40
4 C 0.97 0.98 -2.47
5 N 1.74 -0.19 -1.99
6 C 2.31 0.06 -0.58
7 H -1.17 0.68 -1.96
8 H -0.70 2.16 -2.84
9 H -0.92 3.35 -1.07
10 H 0.57 2.61 -0.38
11 H 0.64 0.50 -3.56
12 H 1.62 1.81 -2.72
13 H 0.97 -0.90 -1.92
14 H 2.96 0.84 -0.71
15 H 2.90 -0.84 -0.58
16 H 1.56 0.07 0.22
17 H 1.90 -2.04 0.19
18 H 1.52 -1.76 1.65
19 O 2.23 -2.13 0.96
20 H -0.55 -1.42 1.89
21 H 0.11 -0.85 3.04
22 O 0.27 -1.61 2.42
23 H -2.64 -1.03 1.12
24 H -1.59 -0.47 -0.01
25 O -1.76 -1.31 0.64
26 H -0.78 1.33 2.85
27 H 0.66 1.07 3.12
28 O -0.18 0.82 3.35
29 H -1.01 -1.57 -1.11
30 H -0.83 -2.97 -1.02
31 O -0.99 -2.32 -1.66

Entry 5:
The following is a quantum chemistry calculation of a 6-piece molecular cluster, C4H20NO6 overall, from the Open Molecules 2025 dataset.

frontier orbital gap	11.151	eV
net charge	+1
multiplicity	1

Cartesian coordinates (Å):
1 O 1.73 0.27 1.01
2 C 1.31 -0.69 1.61
3 C 0.66 -1.87 0.89
4 N 0.47 -1.64 -0.57
5 C -0.80 -0.88 -0.88
6 C -1.99 -1.83 -0.84
7 H 1.48 -0.81 2.68
8 H 1.27 -2.76 1.01
9 H -0.32 -2.01 1.37
10 H 0.47 -2.52 -1.07
11 H 1.30 -1.08 -0.88
12 H -0.71 -0.43 -1.87
13 H -0.92 -0.04 -0.16
14 H -2.24 -2.11 0.19
15 H -1.86 -2.71 -1.45
16 H -2.87 -1.28 -1.22
17 H -1.61 2.61 0.68
18 H -1.92 3.02 2.11
19 O -1.89 2.23 1.55
20 H 3.62 -0.41 -0.20
21 H 3.89 -1.28 -1.44
22 O 3.21 -1.05 -0.79
23 H -1.69 3.64 -1.60
24 H -0.34 2.91 -1.32
25 O -1.11 3.32 -0.90
26 H -1.14 -0.19 3.35
27 H -1.20 0.74 2.14
28 O -0.83 -0.14 2.44
29 H 1.48 1.98 -1.22
30 H 1.53 2.85 -2.54
31 O 1.03 2.17 -2.07

Entry 6:
The following is a quantum chemistry calculation of a 6-piece molecular cluster, C4H20NO7 overall, from the Open Molecules 2025 dataset.

frontier orbital gap	9.576	eV
net charge	+1
multiplicity	1

Cartesian coordinates (Å):
1 C -1.50 -1.63 1.21
2 O -2.15 -1.85 -0.04
3 C -0.14 -0.90 1.06
4 C 0.74 -1.38 2.22
5 C 2.08 -0.70 2.07
6 O 3.07 -1.37 1.95
7 N 0.36 -1.24 -0.32
8 H -1.43 -2.61 1.67
9 H -2.17 -1.13 1.93
10 H -2.54 -1.02 -0.33
11 H -0.33 0.18 1.08
12 H 0.88 -2.45 2.13
13 H 0.28 -1.10 3.17
14 H 2.06 0.37 2.20
15 H 1.07 -1.96 -0.15
16 H -0.34 -1.56 -0.99
17 H 0.87 -0.49 -0.80
18 H 1.70 1.65 -0.44
19 H 2.00 2.01 0.99
20 O 2.11 1.29 0.36
21 H 1.74 -0.33 -3.57
22 H 1.81 0.94 -2.44
23 O 1.48 0.11 -2.76
24 H 0.17 2.95 -2.14
25 H -0.41 1.46 -2.34
26 O 0.16 2.04 -1.83
27 H -0.80 2.32 0.03
28 H -1.63 2.27 1.19
29 O -0.71 2.04 0.97
30 H -2.51 0.04 -2.30
31 H -3.39 1.21 -1.99
32 O -2.53 0.84 -1.77

Entry 7:
The following is a quantum chemistry calculation of a 6-piece molecular cluster, C4H21N2O6 overall, from the Open Molecules 2025 dataset.

frontier orbital gap (alpha / beta)	3.227 / 7.931	eV
net charge	0
multiplicity	2

Cartesian coordinates (Å):
1 N 0.31 -2.04 0.27
2 C 1.55 -1.79 -0.57
3 C 1.13 -1.52 -2.04
4 N -0.14 -0.78 -2.02
5 C -0.03 0.67 -1.95
6 C -0.77 1.17 -0.76
7 O -1.09 0.43 0.17
8 H -0.10 -2.91 0.10
9 H -0.40 -1.26 0.04
10 H 0.54 -1.96 1.28
11 H 2.05 -0.96 -0.09
12 H 2.24 -2.66 -0.52
13 H 0.97 -2.50 -2.58
14 H 1.96 -1.00 -2.58
15 H -0.79 -1.08 -2.77
16 H 1.05 1.03 -1.87
17 H -0.32 1.14 -2.85
18 H -1.02 2.27 -0.68
19 H 1.32 2.47 0.75
20 H 1.59 3.34 -0.50
21 O 1.15 2.56 -0.21
22 H 0.73 1.83 2.68
23 H 1.39 3.14 3.02
24 O 1.45 2.38 2.45
25 H -0.93 0.74 1.91
26 H -1.57 1.10 3.27
27 O -0.74 0.85 2.79
28 H -0.11 -0.73 3.07
29 H 0.73 -1.79 3.75
30 O 0.19 -1.67 2.94
31 H -3.67 -0.58 -3.10
32 H -2.90 -0.69 -1.73
33 O -2.87 -0.84 -2.70

Entry 8:
The following is a quantum chemistry calculation of a 7-piece molecular cluster, C4H21NO7 overall, from the Open Molecules 2025 dataset.

frontier orbital gap	9.908	eV
net charge	0
SMILES	CCNCC=O.O.O.O.O.O.O
multiplicity	1

Cartesian coordinates (Å):
1 C -1.06 -1.56 -1.74
2 C 0.23 -0.79 -2.18
3 N 0.85 -0.30 -0.96
4 C 2.19 0.24 -1.28
5 C 2.80 1.00 -0.15
6 O 2.57 0.68 1.00
7 H -0.94 -2.64 -1.91
8 H -1.77 -1.40 -2.55
9 H -1.26 -1.34 -0.71
10 H -0.06 -0.07 -2.95
11 H 0.88 -1.48 -2.76
12 H 0.88 -1.04 -0.26
13 H 2.89 -0.52 -1.66
14 H 1.93 0.89 -2.13
15 H 3.53 1.78 -0.38
16 O -0.86 1.03 2.90
17 H -0.37 0.34 2.46
18 H -0.46 1.85 2.53
19 O -0.06 2.86 -1.08
20 H -0.92 3.13 -0.78
21 H -0.21 1.93 -1.35
22 O -1.12 -3.46 0.87
23 H -0.43 -2.79 0.87
24 H -1.83 -2.96 1.27
25 O -2.80 0.86 1.04
26 H -2.15 1.02 1.76
27 H -3.54 0.51 1.55
28 O -1.49 0.45 -1.37
29 H -2.39 0.31 -1.05
30 H -0.86 0.17 -0.71
31 O 0.79 -1.17 1.94
32 H 1.02 -1.75 2.67
33 H 1.55 -0.56 1.87

Entry 9:
The following is a quantum chemistry calculation of a 6-piece molecular cluster, C4H21NO7 overall, from the Open Molecules 2025 dataset.

frontier orbital gap	9.724	eV
net charge	0
SMILES	N[C@@H](CO)CCO.O.O.O.O.O
multiplicity	1

Cartesian coordinates (Å):
1 N 1.38 -0.38 1.75
2 C 1.18 -1.08 0.45
3 C -0.02 -2.03 0.50
4 O 0.13 -2.88 1.63
5 C 0.99 -0.06 -0.68
6 C 2.26 0.78 -0.91
7 O 2.57 1.59 0.19
8 H 1.50 -1.05 2.50
9 H 0.54 0.16 1.94
10 H 2.17 -1.63 0.23
11 H -0.14 -2.60 -0.39
12 H -0.95 -1.47 0.71
13 H 0.71 -3.62 1.43
14 H 0.14 0.61 -0.40
15 H 0.68 -0.59 -1.57
16 H 2.14 1.57 -1.78
17 H 3.15 0.13 -1.11
18 H 2.54 1.02 1.06
19 O -3.04 0.93 0.12
20 H -3.63 0.41 0.61
21 H -2.28 1.13 0.72
22 O -0.72 -2.12 -2.56
23 H -1.20 -2.78 -3.07
24 H -1.37 -1.40 -2.44
25 O 0.54 3.22 0.80
26 H 1.28 2.66 0.60
27 H 0.35 3.67 0.04
28 O -1.09 1.43 1.88
29 H -1.43 1.82 2.74
30 H -0.52 2.08 1.44
31 O -2.59 -0.22 -2.27
32 H -2.69 0.16 -1.35
33 H -2.58 0.55 -2.83

Entry 10:
The following is a quantum chemistry calculation of a 7-piece molecular cluster, C4H21NO8S overall, from the Open Molecules 2025 dataset.

frontier orbital gap	8.907	eV
net charge	0
SMILES	O=CN[C@H](CO)CS.O.O.O.O.O.O
multiplicity	1

Cartesian coordinates (Å):
1 O -0.63 -0.13 1.86
2 C 0.34 -0.86 1.51
3 N 0.51 -1.03 0.15
4 C -0.76 -1.03 -0.73
5 C -1.01 -2.43 -1.35
6 O -1.54 -3.32 -0.43
7 C -0.68 0.17 -1.65
8 S -1.96 0.37 -2.89
9 H 1.03 -1.03 2.20
10 H 1.39 -1.25 -0.16
11 H -1.55 -0.93 -0.02
12 H -0.11 -2.80 -1.80
13 H -1.93 -2.46 -2.00
14 H -0.84 -3.68 0.30
15 H -0.62 1.13 -1.13
16 H 0.28 0.09 -2.23
17 H -2.88 -0.15 -2.09
18 O -1.34 3.29 2.00
19 H -2.09 3.08 1.39
20 H -1.93 2.83 2.73
21 O -2.38 1.30 3.47
22 H -3.12 0.81 3.38
23 H -1.53 0.73 3.46
24 O 2.40 -2.46 1.41
25 H 3.18 -2.36 0.92
26 H 2.27 -3.44 1.81
27 O 2.63 -0.21 -2.80
28 H 1.91 0.22 -3.28
29 H 3.31 0.39 -2.86
30 O 1.71 3.31 -1.58
31 H 0.95 3.86 -1.63
32 H 1.65 2.80 -0.86
33 O 1.26 1.84 0.67
34 H 1.74 1.46 1.21
35 H 0.35 1.86 1.03

Entry 11:
The following is a quantum chemistry calculation of a 8-piece molecular cluster, C4H21O10 overall, from the Open Molecules 2025 dataset.

frontier orbital gap	8.871	eV
net charge	-1
multiplicity	1

Cartesian coordinates (Å):
1 O 1.36 -1.27 1.65
2 C 0.33 -0.67 2.10
3 O -0.37 -1.07 3.04
4 C -0.12 0.62 1.35
5 C -1.34 0.26 0.50
6 C -2.39 1.29 0.21
7 O -3.51 0.59 -0.40
8 H -0.08 1.35 2.17
9 H 0.72 0.99 0.78
10 H -0.90 -0.19 -0.39
11 H -1.75 -0.66 0.93
12 H -2.68 1.86 1.07
13 H -2.03 1.94 -0.59
14 H -3.31 0.60 -1.34
15 H -1.67 0.27 -3.65
16 H -1.45 -0.82 -2.58
17 O -2.00 -0.06 -2.81
18 H 1.12 -2.24 0.12
19 H 0.60 -3.35 -0.72
20 O 0.51 -2.40 -0.64
21 H 3.85 0.21 0.21
22 H 2.40 -0.38 0.85
23 O 2.91 0.13 0.12
24 H 2.50 0.63 -1.80
25 H 2.74 1.67 -2.96
26 O 2.70 0.74 -2.74
27 H 1.20 -1.75 -2.40
28 H 1.44 -0.69 -3.43
29 O 0.90 -1.48 -3.28
30 H 2.67 1.93 -0.06
31 H 1.61 2.97 -0.36
32 O 2.56 2.84 -0.41
33 H -3.07 0.00 2.74
34 H -1.69 -0.09 3.47
35 O -2.57 0.39 3.46

Entry 12:
The following is a quantum chemistry calculation of a 12-piece molecular cluster, C4H22BO19 overall, from the Open Molecules 2025 dataset.

frontier orbital gap	10.387	eV
net charge	-1
multiplicity	1

Cartesian coordinates (Å):
1 O 1.71 34.22 6.08
2 C 1.83 34.00 4.91
3 O 1.31 34.65 3.90
4 B 1.60 33.96 2.62
5 O 2.31 32.73 3.04
6 C 2.55 32.75 4.33
7 O 3.14 31.91 4.95
8 O 2.40 34.83 1.75
9 C 1.71 35.14 0.66
10 O 2.01 35.93 -0.18
11 C 0.40 34.30 0.71
12 O 0.39 33.64 1.86
13 O -0.45 34.27 -0.13
14 O -3.25 33.75 -0.61
15 H -2.31 33.71 -0.40
16 H -3.69 33.77 0.24
17 O 5.83 31.91 6.20
18 H 5.60 31.22 6.84
19 H 5.07 31.94 5.61
20 O 5.82 30.36 3.41
21 H 5.32 31.03 2.92
22 H 6.25 30.85 4.12
23 O 3.95 35.87 -2.58
24 H 3.30 35.82 -1.88
25 H 3.78 36.72 -2.99
26 O 1.69 32.17 8.01
27 H 1.33 32.94 7.54
28 H 1.20 31.41 7.67
29 O 1.24 37.88 -2.70
30 H 0.56 38.56 -2.64
31 H 0.81 37.08 -2.38
32 O 3.74 30.30 7.44
33 H 3.58 30.60 6.53
34 H 3.27 30.96 7.97
35 O 1.19 37.81 2.16
36 H 1.21 38.40 2.93
37 H 2.10 37.54 2.03
38 O 3.94 34.95 8.20
39 H 3.23 34.62 7.63
40 H 3.92 34.36 8.96
41 O -1.52 36.85 2.11
42 H -1.56 36.06 1.56
43 H -0.61 37.18 2.02
44 O 4.72 32.29 1.42
45 H 3.82 32.62 1.52
46 H 5.19 32.98 0.95

Entry 13:
The following is a quantum chemistry calculation of a 7-piece molecular cluster, C4H22NO6 overall, from the Open Molecules 2025 dataset.

frontier orbital gap	10.966	eV
net charge	+1
multiplicity	1

Cartesian coordinates (Å):
1 C -0.44 -3.32 -1.58
2 C -1.72 -2.43 -1.33
3 C -1.39 -1.22 -0.48
4 C -1.64 -0.03 -0.99
5 N -1.20 1.14 -0.18
6 H -0.47 -4.27 -1.09
7 H 0.35 -2.73 -1.12
8 H -0.39 -3.50 -2.66
9 H -2.55 -2.88 -0.80
10 H -2.17 -2.05 -2.30
11 H -0.97 -1.48 0.48
12 H -2.11 0.20 -1.91
13 H -1.96 1.80 -0.03
14 H -0.72 0.88 0.72
15 H -0.37 1.53 -0.63
16 H 2.90 -0.30 -2.88
17 H 2.84 -1.73 -2.41
18 O 3.22 -0.88 -2.18
19 H 1.94 0.75 0.79
20 H 1.34 1.78 1.87
21 O 1.17 1.29 1.03
22 H -2.57 2.69 -2.24
23 H -2.92 3.68 -1.26
24 O -2.18 3.06 -1.43
25 H 3.74 -0.80 1.25
26 H 4.61 0.44 1.20
27 O 3.72 0.14 1.46
28 H 1.23 2.95 3.23
29 H 1.69 1.77 4.05
30 O 0.92 2.08 3.54
31 H -0.95 1.21 2.57
32 H -1.43 -0.25 2.96
33 O -1.52 0.47 2.34